# 1
{
  "formula": "C79H87FO5",
  "method": "ωB97M-V with the def2-TZVPD basis set",
  "gap_ha": 0.26354,
  "max_force_ev_per_a": 9.59,
  "smiles": "CCCCCCCCCCc1c(CC(=O)F)c(COCCOCC)cc2c1C(=O)c1ccccc1C2=O.c1ccccc1.c1ccccc1.c1ccccc1.c1ccccc1.c1ccccc1.c1ccccc1.c1ccccc1.c1ccccc1",
  "elements": ["C", "C", "C", "C", "C", "C", "C", "C", "C", "C", "C", "C", "C", "C", "O", "F", "C", "C", "O", "C", "C", "O", "C", "C", "C", "C", "C", "C", "O", "C", "C", "C", "C", "C", "C", "C", "O", "H", "H", "H", "H", "H", "H", "H", "H", "H", "H", "H", "H", "H", "H", "H", "H", "H", "H", "H", "H", "H", "H", "H", "H", "H", "H", "H", "H", "H", "H", "H", "H", "H", "H", "H", "H", "H", "H", "H", "C", "C", "C", "C", "C", "C", "H", "H", "H", "H", "H", "H", "C", "C", "C", "C", "C", "C", "H", "H", "H", "H", "H", "H", "C", "C", "C", "C", "C", "C", "H", "H", "H", "H", "H", "H", "C", "C", "C", "C", "C", "C", "H", "H", "H", "H", "H", "H", "C", "C", "C", "C", "C", "C", "H", "H", "H", "H", "H", "H", "C", "C", "C", "C", "C", "C", "H", "H", "H", "H", "H", "H", "C", "C", "C", "C", "C", "C", "H", "H", "H", "H", "H", "H", "C", "C", "C", "C", "C", "C", "H", "H", "H", "H", "H", "H"],
  "positions_angstrom": [[-0.56, 3.59, 2.91], [-1.43, 4.99, 2.93], [-2.99, 4.79, 3.44], [-3.93, 4.05, 2.28], [-3.94, 2.46, 2.66], [-5.11, 1.59, 1.90], [-5.02, 1.60, 0.27], [-3.50, 1.61, -0.35], [-2.53, 0.41, 0.29], [-2.12, -0.54, -0.98], [-0.85, -1.55, -0.71], [-0.71, -2.56, 0.61], [-1.86, -2.61, 1.79], [-1.38, -1.51, 2.96], [-1.98, -1.38, 4.15], [-0.23, -0.59, 2.66], [0.59, -3.58, 0.84], [0.72, -4.61, 2.14], [0.98, -3.88, 3.40], [2.40, -4.07, 3.81], [2.45, -3.61, 5.42], [2.36, -2.14, 5.43], [1.31, -1.68, 6.39], [1.70, -0.10, 6.72], [1.86, -3.62, -0.22], [1.76, -2.61, -1.52], [0.44, -1.61, -1.76], [0.55, -0.66, -3.13], [-0.46, -0.45, -3.98], [2.07, -0.01, -3.38], [2.29, 1.56, -3.83], [3.84, 2.12, -4.01], [5.13, 1.11, -3.78], [4.93, -0.46, -3.32], [3.40, -1.00, -3.13], [3.02, -2.55, -2.62], [3.63, -3.65, -3.08], [-0.62, 3.08, 1.83], [0.59, 3.77, 3.11], [-0.92, 2.78, 3.69], [-1.48, 5.39, 1.83], [-0.90, 5.72, 3.67], [-2.93, 4.08, 4.39], [-3.46, 5.81, 3.81], [-5.00, 4.55, 2.29], [-3.42, 4.22, 1.23], [-4.18, 2.39, 3.83], [-2.85, 2.02, 2.55], [-5.12, 0.47, 2.30], [-6.16, 2.04, 2.21], [-5.64, 0.70, -0.18], [-5.58, 2.59, -0.12], [-3.00, 2.69, -0.25], [-3.62, 1.44, -1.52], [-1.58, 0.99, 0.73], [-3.04, -0.14, 1.18], [-1.86, 0.20, -1.88], [-3.01, -1.21, -1.39], [-1.96, -3.66, 2.31], [-2.90, -2.34, 1.32], [-0.24, -5.29, 2.20], [1.62, -5.36, 1.92], [2.73, -5.21, 3.80], [3.15, -3.39, 3.22], [3.46, -4.00, 5.88], [1.52, -4.14, 5.91], [0.23, -1.79, 5.92], [1.45, -2.35, 7.35], [2.22, -0.12, 7.79], [2.45, 0.30, 5.88], [0.70, 0.54, 6.74], [2.80, -4.33, -0.07], [1.37, 2.30, -4.01], [4.05, 3.24, -4.30], [6.23, 1.54, -3.90], [5.80, -1.22, -3.13], [-2.17, -2.86, 10.43], [-2.26, -2.44, 9.10], [-2.16, -1.08, 8.79], [-1.99, -0.15, 9.81], [-1.92, -0.57, 11.14], [-2.01, -1.93, 11.45], [-2.24, -3.92, 10.66], [-2.39, -3.17, 8.30], [-2.22, -0.76, 7.76], [-1.91, 0.91, 9.57], [-1.79, 0.16, 11.93], [-1.95, -2.25, 12.48], [-4.25, 4.78, 12.25], [-4.38, 4.06, 13.44], [-4.48, 2.67, 13.41], [-4.47, 2.00, 12.18], [-4.35, 2.72, 11.00], [-4.24, 4.11, 11.03], [-4.16, 5.86, 12.28], [-4.39, 4.58, 14.40], [-4.58, 2.11, 14.33], [-4.55, 0.91, 12.16], [-4.34, 2.19, 10.04], [-4.15, 4.67, 10.11], [7.05, 2.32, 4.72], [6.34, 3.51, 4.54], [4.95, 3.48, 4.43], [4.27, 2.26, 4.49], [4.98, 1.07, 4.66], [6.37, 1.10, 4.77], [8.13, 2.35, 4.81], [6.86, 4.46, 4.48], [4.39, 4.40, 4.29], [3.18, 2.24, 4.41], [4.45, 0.12, 4.71], [6.92, 0.18, 4.91], [-4.18, -2.25, -6.88], [-5.40, -1.60, -6.77], [-5.53, -0.48, -5.95], [-4.43, -0.02, -5.23], [-3.20, -0.68, -5.33], [-3.08, -1.79, -6.16], [-4.08, -3.12, -7.53], [-6.26, -1.96, -7.33], [-6.48, 0.03, -5.87], [-4.52, 0.85, -4.59], [-2.34, -0.32, -4.77], [-2.12, -2.30, -6.24], [9.42, 6.92, 1.90], [8.71, 8.10, 1.73], [7.32, 8.07, 1.62], [6.64, 6.85, 1.68], [7.35, 5.67, 1.85], [8.74, 5.70, 1.96], [10.50, 6.94, 2.00], [9.24, 9.05, 1.67], [6.76, 9.00, 1.48], [5.55, 6.83, 1.60], [6.82, 4.72, 1.89], [9.29, 4.77, 2.10], [-1.73, -5.17, -11.28], [-2.96, -4.51, -11.18], [-3.08, -3.40, -10.35], [-1.98, -2.93, -9.63], [-0.76, -3.59, -9.73], [-0.63, -4.71, -10.56], [-1.63, -6.03, -11.93], [-3.82, -4.87, -11.73], [-4.04, -2.89, -10.27], [-2.08, -2.06, -8.99], [0.10, -3.24, -9.17], [0.33, -5.22, -10.64], [6.12, 3.03, -8.03], [5.86, 1.96, -7.18], [6.82, 0.97, -6.99], [8.05, 1.06, -7.65], [8.30, 2.13, -8.51], [7.34, 3.12, -8.70], [5.37, 3.81, -8.18], [4.90, 1.89, -6.67], [6.62, 0.14, -6.33], [8.80, 0.29, -7.50], [9.26, 2.19, -9.03], [7.54, 3.95, -9.36], [-7.01, -7.98, -13.99], [-7.68, -7.45, -12.89], [-6.98, -7.14, -11.72], [-5.61, -7.37, -11.65], [-4.93, -7.91, -12.75], [-5.63, -8.21, -13.92], [-7.55, -8.22, -14.90], [-8.75, -7.28, -12.94], [-7.51, -6.72, -10.87], [-5.06, -7.12, -10.75], [-3.86, -8.09, -12.69], [-5.11, -8.63, -14.77]]
}

# 2
{
  "formula": "C7H10",
  "method": "ωB97M-V with the def2-TZVPD basis set",
  "gap_ha": 0.36100,
  "e_above_lowest_kcal_mol": 101.9,
  "max_force_ev_per_a": 0.53,
  "smiles": "C=C1[C@H]2C[C@@H]12.C=C",
  "elements": ["C", "C", "C", "C", "C", "H", "H", "H", "H", "H", "H", "C", "C", "H", "H", "H", "H"],
  "positions_angstrom": [[0.53, -1.56, -1.08], [0.81, -0.92, 0.04], [2.06, -0.43, 0.60], [1.63, 0.97, 0.79], [0.73, -0.15, 1.27], [-0.40, -2.02, -1.36], [1.35, -1.58, -1.78], [2.91, -1.01, 0.93], [1.30, 1.53, -0.09], [2.17, 1.55, 1.53], [0.41, -0.35, 2.29], [-2.38, 0.04, -0.33], [-2.13, 1.28, -0.72], [-2.38, -0.79, -1.03], [-2.57, -0.21, 0.71], [-1.92, 1.52, -1.76], [-2.12, 2.11, -0.01]]
}